[1]
Computed, not measured: the molecule C23H28N4O6 at a distorted geometry, with wB97M-V/def2-TZVPD.

Output
**E_tot**: -1563.6594 Eh
**LUMO**: -0.54 eV
**HOMO-LUMO gap**: 8.043 eV
**F_max**: 1.33 eV/Å
**SMILES string**: COc1cc(NC(=O)c2cc([N+](=O)[O-])ccc2NC(=O)CNC2CCCCC2)cc(OC)c1
**ΔE to the lowest compared entry with this formula, charge and spin**: 66.1 kcal/mol

Last column: natural (NBO) charge in e.
CARTESIAN COORDINATES (ANGSTROEM)
C1 -4.29 -3.18 1.17  -0.25
H1 -5.05 -2.56 1.65  0.20
O1 -3.11 -2.41 1.17  -0.49
C2 -1.99 -2.94 0.62  0.35
C3 -1.91 -4.19 0.05  -0.40
C4 -0.70 -4.64 -0.49  0.42
C5 0.42 -3.82 -0.46  -0.39
C6 0.33 -2.55 0.12  0.19
C7 -0.86 -2.11 0.67  -0.32
H2 -0.94 -1.15 1.13  0.26
N1 1.49 -1.78 0.11  -0.58
C8 1.66 -0.48 0.49  0.68
O2 0.76 0.22 0.91  -0.62
C9 3.06 0.03 0.32  -0.21
C10 4.14 -0.82 0.46  -0.15
C11 5.44 -0.35 0.30  -0.03
C12 5.67 0.99 -0.01  -0.14
C13 4.61 1.85 -0.13  -0.27
C14 3.29 1.40 0.05  0.33
N2 2.22 2.25 -0.05  -0.67
C15 2.19 3.57 -0.41  0.68
O3 3.14 4.25 -0.73  -0.60
C16 0.75 4.10 -0.42  -0.31
N3 -0.14 3.22 0.31  -0.64
H3 -0.17 3.46 1.29  0.37
C17 -1.48 3.04 -0.21  -0.03
C18 -2.13 1.87 0.52  -0.40
C19 -3.51 1.57 -0.05  -0.40
C20 -4.40 2.81 0.07  -0.40
C21 -3.77 4.00 -0.65  -0.40
C22 -2.38 4.29 -0.09  -0.42
H4 -2.46 4.56 0.97  0.19
H5 -1.93 5.13 -0.62  0.20
H6 -4.40 4.88 -0.54  0.21
H7 -3.68 3.77 -1.71  0.19
H8 -5.39 2.60 -0.36  0.21
H9 -4.55 3.06 1.12  0.19
H10 -3.96 0.74 0.49  0.21
H11 -3.42 1.29 -1.10  0.19
H12 -2.21 2.11 1.58  0.19
H13 -1.48 1.00 0.43  0.23
H14 -1.38 2.79 -1.27  0.18
H15 0.45 4.13 -1.47  0.22
H16 0.78 5.14 -0.06  0.21
H17 1.30 1.89 0.23  0.48
H18 4.77 2.89 -0.36  0.27
H19 6.69 1.33 -0.14  0.25
N4 6.53 -1.26 0.44  0.53
O4 7.66 -0.82 0.36  -0.38
O5 6.27 -2.44 0.62  -0.39
H20 4.02 -1.86 0.74  0.24
H21 2.30 -2.24 -0.29  0.41
H22 1.36 -4.15 -0.87  0.21
O6 -0.73 -5.89 -1.02  -0.50
C23 0.45 -6.42 -1.57  -0.25
H23 0.80 -5.83 -2.42  0.18
H24 1.24 -6.50 -0.82  0.18
H25 0.19 -7.42 -1.92  0.20
H26 -2.75 -4.86 0.00  0.23
H27 -4.16 -4.11 1.73  0.18
H28 -4.61 -3.41 0.15  0.18

=====

[2]
Computed, not measured: a cluster of 14 separate species, C37H69BBrCl26N5O7PS in total at a distorted geometry, with wB97M-V/def2-TZVPD.

Output
**E_tot**: -17554.7774 Eh
**LUMO**: -2.45 eV
**HOMO-LUMO gap**: 9.162 eV
**F_max**: 2.09 eV/Å
**Charge**: +1

Last column: Mulliken charge in e.
CARTESIAN COORDINATES (ANGSTROEM)
C1 2.24 -2.11 2.22  -1.21
C2 1.51 -2.74 1.54  -0.15
N1 0.70 -3.50 0.68  1.46
B1 0.16 -4.70 1.53  0.36
N2 -0.58 -5.82 0.99  -0.53
O1 0.47 -4.63 2.82  -0.82
C3 1.52 -4.14 -0.46  0.03
C4 2.95 -3.65 -0.57  -1.38
C5 3.86 -4.43 0.40  -0.67
S1 5.65 -4.24 0.10  -0.24
C6 5.84 -2.55 -0.27  0.40
N3 6.17 -1.55 0.49  -0.13
N4 6.16 -0.42 -0.32  -0.36
C7 5.82 -0.84 -1.50  -0.02
O2 5.60 -2.17 -1.56  -0.23
C8 0.72 -4.15 -1.81  -0.39
Br1 1.33 -2.66 -3.01  0.02
C9 1.17 -5.40 -2.59  -1.84
C10 0.64 -6.77 -2.17  0.44
O3 1.57 -7.70 -2.79  -0.59
C11 -0.74 -7.14 -2.75  -1.25
N5 -1.83 -7.08 -1.76  -0.40
O4 -0.63 -4.20 -1.67  0.10
C12 -1.27 -3.15 -0.91  2.09
C13 -1.78 -2.11 -1.90  -0.56
C14 -1.50 -0.81 -1.92  -1.03
C15 -2.57 -3.65 -0.29  -0.15
C16 -3.54 -4.34 -1.26  -1.32
C17 -4.73 -3.41 -1.59  -1.33
C18 -5.99 -3.74 -0.76  -0.80
C19 -6.35 -2.63 0.20  0.04
C20 -7.65 -2.92 0.99  -0.33
C21 -7.32 -3.18 2.46  -0.06
C22 -6.74 -4.58 2.61  -0.94
C23 -0.33 -2.51 0.12  -1.33
C24 -0.97 -1.51 1.09  -1.08
P1 -1.59 -1.95 2.74  0.87
O5 -0.55 -2.02 3.75  -0.68
O6 -2.46 -3.31 2.77  -0.50
O7 -2.58 -0.74 3.12  -0.57
H1 2.85 -1.44 2.76  0.87
H2 -0.02 -6.65 1.10  0.34
H3 -1.46 -5.97 1.47  0.20
H4 0.18 -5.42 3.28  0.31
H5 1.63 -5.20 -0.24  0.17
H6 3.09 -2.58 -0.55  0.53
H7 3.31 -3.96 -1.55  0.98
H8 3.66 -5.48 0.21  0.35
H9 3.65 -4.21 1.43  0.50
H10 5.69 -0.23 -2.37  0.47
H11 2.25 -5.41 -2.66  0.28
H12 0.81 -5.23 -3.59  0.88
H13 0.68 -6.97 -1.11  0.53
H14 1.83 -8.33 -2.12  0.43
H15 -0.96 -6.56 -3.64  0.32
H16 -0.66 -8.17 -3.07  0.42
H17 -2.68 -6.93 -2.28  0.21
H18 -1.92 -7.99 -1.33  0.25
H19 -2.42 -2.50 -2.67  0.70
H20 -0.49 -0.46 -1.71  0.45
H21 -2.24 -0.05 -2.16  0.00
H22 -2.39 -4.32 0.54  0.37
H23 -3.07 -2.77 0.10  -0.01
H24 -3.04 -4.65 -2.17  0.21
H25 -3.97 -5.19 -0.76  0.76
H26 -4.98 -3.48 -2.64  0.68
H27 -4.48 -2.38 -1.38  0.50
H28 -6.83 -3.81 -1.45  0.26
H29 -5.94 -4.71 -0.27  0.34
H30 -5.55 -2.45 0.93  -0.41
H31 -6.51 -1.70 -0.35  0.52
H32 -8.11 -3.82 0.61  0.25
H33 -8.38 -2.10 0.95  0.06
H34 -6.62 -2.42 2.81  0.14
H35 -8.20 -3.10 3.09  0.17
H36 -6.00 -4.73 1.83  0.00
H37 -6.23 -4.75 3.55  0.28
H38 -7.53 -5.31 2.44  0.34
H39 0.29 -1.87 -0.51  0.33
H40 -0.30 -0.68 1.24  1.00
H41 -1.80 -1.08 0.54  0.52
H42 -3.39 -3.12 2.62  0.16
H43 -3.51 -0.99 3.02  0.28
C25 8.17 3.17 0.30  -0.27
Cl1 9.84 3.60 0.67  -0.15
Cl2 7.50 4.18 -1.00  -0.11
H44 8.13 2.14 -0.01  0.22
H45 7.57 3.32 1.19  0.28
C26 -9.18 1.37 0.77  -0.34
Cl3 -8.70 0.37 -0.61  -0.12
Cl4 -8.90 0.52 2.30  -0.13
H46 -8.60 2.28 0.76  0.32
H47 -10.23 1.60 0.68  0.29
C27 7.39 7.49 -2.75  0.01
Cl5 5.88 8.39 -3.01  -0.13
Cl6 8.72 8.54 -2.25  -0.13
H48 7.22 6.75 -1.98  -0.04
H49 7.66 7.01 -3.68  0.37
C28 3.29 3.40 -2.66  -0.12
Cl7 4.97 3.69 -2.21  -0.04
Cl8 3.05 1.72 -3.16  -0.13
H50 2.66 3.60 -1.80  0.16
H51 3.01 4.05 -3.49  0.15
C29 4.67 -1.39 5.10  -0.33
Cl9 5.43 -1.39 3.50  -0.08
Cl10 3.88 -2.93 5.45  -0.14
H52 5.44 -1.22 5.85  0.35
H53 3.93 -0.60 5.14  0.28
C30 6.39 9.52 0.44  0.12
Cl11 7.81 9.05 1.38  -0.16
Cl12 4.96 8.60 0.91  -0.18
H54 6.20 10.57 0.59  0.23
H55 6.60 9.33 -0.61  -0.06
C31 10.80 10.95 1.67  0.24
Cl13 12.13 9.95 1.10  -0.16
Cl14 10.99 12.65 1.20  -0.16
H56 9.87 10.58 1.25  -0.20
H57 10.76 10.89 2.76  0.28
C32 3.85 11.43 -1.48  0.05
Cl15 2.34 12.32 -1.70  -0.16
Cl16 5.18 12.49 -1.01  -0.16
H58 3.70 10.69 -0.70  0.10
H59 4.10 10.95 -2.41  0.16
C33 -1.16 12.89 -1.47  0.09
Cl17 -1.53 11.57 -2.59  -0.15
Cl18 -2.15 14.31 -1.80  -0.15
H60 -1.36 12.55 -0.46  0.28
H61 -0.12 13.16 -1.57  -0.06
C34 -1.21 3.03 -0.89  -0.37
Cl19 0.23 2.06 -0.63  -0.11
Cl20 -2.34 2.15 -1.93  -0.15
H62 -1.68 3.24 0.06  0.30
H63 -0.93 3.96 -1.38  0.36
C35 -6.51 -4.20 7.04  -0.39
Cl21 -8.13 -4.55 6.43  -0.10
Cl22 -5.62 -3.09 5.98  -0.10
H64 -6.60 -3.74 8.02  0.33
H65 -5.95 -5.13 7.11  0.27
C36 -11.17 -3.05 2.32  0.10
Cl23 -10.65 -4.05 0.96  -0.13
Cl24 -10.92 -3.84 3.88  -0.14
H66 -10.61 -2.12 2.31  -0.14
H67 -12.23 -2.85 2.21  0.36
C37 3.85 7.42 -6.56  -0.31
Cl25 4.49 6.54 -7.95  -0.15
Cl26 3.85 6.43 -5.10  -0.09
H68 4.47 8.29 -6.39  0.26
H69 2.84 7.72 -6.78  0.29

=====

[3]
Computed, not measured: the molecule C4H7NO, with wB97M-V/def2-TZVPD.

Output
**E_tot**: -286.4844 Eh
**LUMO**: 1.11 eV
**HOMO-LUMO gap**: 10.830 eV
**F_max**: 0.26 eV/Å
**SMILES string**: C=CCN1CO1
**ΔE to the lowest compared entry with this formula, charge and spin**: 92.4 kcal/mol

Last column: natural (NBO) charge in e.
CARTESIAN COORDINATES (ANGSTROEM)
C1 1.82 0.71 0.31  -0.38
C2 0.71 1.04 -0.34  -0.19
C3 -0.18 0.02 -0.99  -0.29
N1 -1.45 -0.05 -0.25  -0.14
C4 -1.37 -0.89 0.89  0.04
O1 -1.94 -1.43 -0.26  -0.38
H1 -0.39 -1.28 1.18  0.16
H2 2.44 1.46 0.80  0.20
H3 2.16 -0.32 0.36  0.19
H4 0.38 2.07 -0.38  0.21
H5 -0.43 0.30 -2.02  0.21
H6 0.30 -0.97 -1.01  0.19
H7 -2.05 -0.66 1.71  0.18

=====

[4]
Computed, not measured: the ion C5H10NO2 with charge -1 at a distorted geometry, with wB97M-V/def2-TZVPD.

Output
**E_tot**: -401.8244 Eh
**LUMO**: 3.68 eV
**HOMO-LUMO gap**: 7.707 eV
**F_max**: 1.26 eV/Å
**SMILES string**: CC[C@@H](C)NC(=O)[O-]
**Charge**: -1
**ΔE to the lowest compared entry with this formula, charge and spin**: 1.5 kcal/mol

Last column: natural (NBO) charge in e.
CARTESIAN COORDINATES (ANGSTROEM)
C1 -0.96 0.21 -1.12  -0.64
C2 -0.12 0.20 0.18  -0.03
C3 1.16 -0.59 -0.04  -0.40
C4 2.25 0.19 -0.79  -0.61
N1 -0.81 -0.30 1.34  -0.72
C5 -2.15 0.19 1.66  0.87
O1 -2.84 -0.64 2.28  -0.81
O2 -2.41 1.34 1.25  -0.81
H1 -1.74 0.95 -1.02  0.25
H2 -1.42 -0.77 -1.24  0.19
H3 -0.27 0.45 -1.93  0.17
H4 0.10 1.23 0.43  0.19
H5 0.96 -1.53 -0.56  0.18
H6 1.55 -0.86 0.95  0.20
H7 2.04 0.11 -1.85  0.19
H8 3.23 -0.16 -0.50  0.20
H9 2.21 1.25 -0.55  0.20
H10 -0.78 -1.28 1.51  0.36

=====

[5]
Computed, not measured: a structure of composition C24H68BHgO8 at a distorted geometry, with wB97M-V/def2-TZVPD.

Output
**E_tot**: -1734.9765 Eh
**LUMO**: -3.85 eV
**HOMO-LUMO gap**: 7.838 eV
**F_max**: 4.46 eV/Å
**Charge**: +1
**ΔE to the lowest compared entry with this formula, charge and spin**: 87.9 kcal/mol

Last column: Mulliken charge in e.
CARTESIAN COORDINATES (ANGSTROEM)
Hg1 -39.35 -14.11 -7.76  1.81
B1 -40.87 -12.78 -6.56  3.17
H1 -41.36 -12.05 -5.94  -0.40
H2 -41.42 -13.70 -6.47  -0.17
H3 -40.83 -12.51 -7.61  -0.77
H4 -39.85 -12.94 -6.25  -1.06
C1 -44.77 -12.84 -6.49  -1.05
C2 -44.44 -14.05 -7.46  0.39
C3 -45.41 -14.08 -8.72  -1.17
O1 -43.23 -13.84 -8.20  -0.82
H5 -45.66 -13.10 -5.92  0.46
H6 -44.97 -11.87 -6.95  0.18
H7 -43.93 -12.66 -5.82  0.22
H8 -44.38 -14.99 -6.91  0.33
H9 -46.43 -14.07 -8.35  0.38
H10 -45.20 -14.80 -9.51  0.31
H11 -45.26 -13.07 -9.11  0.19
H12 -42.61 -13.44 -7.58  -0.23
C4 -35.93 -11.13 -7.48  -1.41
C5 -36.84 -12.21 -6.87  0.13
C6 -37.31 -11.81 -5.47  -0.59
O2 -38.00 -12.32 -7.68  0.45
H13 -35.03 -11.03 -6.87  0.47
H14 -36.41 -10.15 -7.40  0.22
H15 -35.59 -11.30 -8.50  0.32
H16 -36.38 -13.20 -6.89  0.49
H17 -37.90 -12.65 -5.11  -0.25
H18 -37.83 -10.86 -5.60  0.07
H19 -36.40 -11.64 -4.90  0.63
H20 -38.41 -11.45 -7.62  -0.28
C7 -41.66 -11.26 -1.65  -1.56
C8 -41.85 -11.32 -3.20  0.82
C9 -40.97 -10.32 -3.89  -1.13
O3 -41.53 -12.58 -3.60  -0.55
H21 -41.87 -10.25 -1.28  0.40
H22 -40.62 -11.53 -1.45  0.35
H23 -42.35 -11.95 -1.17  0.39
H24 -42.87 -11.02 -3.43  0.17
H25 -41.07 -9.37 -3.36  0.53
H26 -41.36 -10.09 -4.89  0.16
H27 -39.94 -10.66 -3.86  0.09
H28 -41.49 -12.54 -4.56  -0.39
C10 -39.60 -17.37 -9.21  -1.06
C11 -41.05 -16.77 -9.19  0.96
C12 -41.99 -17.59 -8.31  -1.43
O4 -41.00 -15.53 -8.55  0.20
H29 -38.93 -16.76 -9.81  0.05
H30 -39.53 -18.44 -9.42  0.48
H31 -39.06 -17.33 -8.27  0.08
H32 -41.44 -16.68 -10.20  0.26
H33 -41.95 -18.64 -8.61  0.49
H34 -43.02 -17.25 -8.37  0.35
H35 -41.75 -17.62 -7.24  0.20
H36 -41.86 -15.14 -8.69  -0.02
C13 -43.53 -10.36 -9.49  -0.94
C14 -43.33 -9.03 -10.20  0.38
C15 -42.11 -9.17 -11.18  -0.81
O5 -44.46 -8.86 -11.07  -0.55
H37 -43.83 -11.14 -10.19  0.37
H38 -44.29 -10.33 -8.71  0.31
H39 -42.64 -10.70 -8.96  -0.05
H40 -43.18 -8.20 -9.51  0.35
H41 -41.31 -9.68 -10.65  -0.29
H42 -41.71 -8.21 -11.53  0.45
H43 -42.32 -9.81 -12.03  0.38
H44 -44.54 -7.94 -11.33  0.34
C16 -39.14 -17.67 -5.01  -1.48
C17 -39.46 -16.17 -4.98  0.84
C18 -39.10 -15.49 -3.64  -1.38
O6 -38.65 -15.57 -5.93  -0.27
H45 -38.08 -17.88 -4.91  0.41
H46 -39.32 -18.05 -6.02  0.31
H47 -39.55 -18.34 -4.25  0.40
H48 -40.52 -16.01 -5.18  0.06
H49 -39.30 -14.42 -3.59  0.19
H50 -38.04 -15.60 -3.43  0.36
H51 -39.57 -15.97 -2.78  0.41
H52 -37.80 -15.93 -5.67  0.24
C19 -40.86 -7.95 -7.69  -1.39
C20 -39.58 -8.55 -8.21  1.17
C21 -38.39 -7.57 -8.15  -1.64
O7 -39.31 -9.69 -7.54  -0.34
H53 -41.22 -7.18 -8.37  0.39
H54 -40.68 -7.54 -6.69  0.38
H55 -41.62 -8.71 -7.48  0.34
H56 -39.73 -8.89 -9.24  -0.24
H57 -38.48 -6.64 -8.71  0.40
H58 -37.46 -8.06 -8.45  0.37
H59 -38.24 -7.29 -7.11  0.37
H60 -40.11 -10.23 -7.53  -0.40
C22 -38.38 -13.95 -11.80  -1.25
C23 -38.53 -12.90 -10.70  0.47
C24 -38.96 -11.52 -11.26  -1.49
O8 -39.65 -13.27 -9.92  -0.49
H61 -38.41 -14.93 -11.32  0.23
H62 -37.41 -13.90 -12.28  0.40
H63 -39.25 -13.89 -12.45  0.31
H64 -37.74 -12.88 -9.95  0.23
H65 -39.16 -10.83 -10.44  0.12
H66 -39.92 -11.66 -11.76  0.53
H67 -38.22 -11.13 -11.96  0.52
H68 -40.37 -13.14 -10.54  0.12

=====

[6]
Computed, not measured: a structure of composition C51H51N4O2P2S2Y, with wB97M-V/def2-TZVPD.

Output
**E_tot**: -3861.2238 Eh
**LUMO**: -0.77 eV
**HOMO-LUMO gap**: 5.210 eV
**F_max**: 0.62 eV/Å
**ΔE to the lowest compared entry with this formula, charge and spin**: 0.0 kcal/mol

Last column: Mulliken charge in e.
CARTESIAN COORDINATES (ANGSTROEM)
Y1 0.71 0.40 -0.23  0.58
S1 -0.70 2.03 1.37  -0.87
P1 -0.15 1.31 3.24  1.80
C1 -0.01 -0.36 3.42  0.35
P2 1.12 -1.41 2.47  0.57
S2 2.51 -0.09 1.58  -0.67
C2 -0.83 -1.15 4.38  -0.51
C3 -1.51 -2.29 3.95  0.38
C4 -2.24 -3.09 4.82  -0.77
C5 -2.34 -2.75 6.16  -0.75
C6 -1.67 -1.62 6.61  -0.87
C7 -0.92 -0.85 5.74  0.14
C8 2.11 -2.20 3.79  0.65
C9 1.95 -3.56 4.03  -0.67
C10 2.64 -4.18 5.06  -0.63
C11 3.51 -3.45 5.85  -0.53
C12 3.68 -2.09 5.62  -0.76
C13 2.98 -1.47 4.59  -0.31
C14 1.30 2.30 3.77  0.35
C15 1.83 3.33 3.01  -0.39
C16 2.95 4.02 3.46  -0.67
C17 3.54 3.68 4.67  -0.57
C18 3.01 2.65 5.43  -0.74
C19 1.90 1.96 4.98  -0.26
C20 -1.51 1.90 4.29  -0.03
C21 -1.36 2.93 5.21  -0.45
C22 -2.44 3.37 5.96  -0.74
C23 -3.69 2.78 5.80  -0.56
C24 -3.85 1.76 4.87  -0.68
C25 -2.77 1.33 4.12  -0.14
H1 -1.47 -2.56 2.90  0.02
H2 -2.75 -3.96 4.44  0.44
H3 -2.91 -3.36 6.84  0.39
H4 -1.72 -1.35 7.66  0.44
H5 -0.39 0.01 6.14  0.28
H6 1.27 -4.13 3.41  0.33
H7 2.51 -5.24 5.24  0.40
H8 4.05 -3.93 6.66  0.37
H9 4.36 -1.51 6.23  0.42
H10 3.12 -0.41 4.39  0.36
H11 1.38 3.59 2.07  0.36
H12 3.37 4.82 2.86  0.41
H13 4.42 4.21 5.02  0.37
H14 3.47 2.37 6.38  0.45
H15 1.51 1.13 5.56  0.34
H16 -0.39 3.40 5.35  0.35
H17 -2.31 4.17 6.68  0.41
H18 -4.53 3.12 6.38  0.39
H19 -4.82 1.30 4.73  0.41
H20 -2.90 0.53 3.39  0.34
C26 -3.03 -2.48 -0.33  -1.25
C27 -1.82 -1.82 -0.10  0.16
N1 -1.49 -0.69 -0.69  0.83
C28 -2.38 -0.11 -1.53  -0.19
C29 -3.60 -0.70 -1.84  1.34
C30 -3.91 -1.92 -1.22  -0.77
C31 -4.50 -0.05 -2.75  -1.01
C32 -4.20 1.15 -3.27  -0.97
C33 -2.97 1.82 -2.93  1.29
C34 -2.64 3.10 -3.41  -0.72
C35 -1.47 3.69 -3.01  -1.05
C36 -0.62 2.98 -2.14  -0.65
N2 -0.89 1.77 -1.70  0.35
C37 -2.05 1.19 -2.08  -0.70
H21 -3.25 -3.40 0.19  0.51
H22 -1.09 -2.23 0.60  0.38
H23 -4.86 -2.40 -1.44  0.41
H24 -5.44 -0.54 -2.99  0.41
H25 -4.88 1.65 -3.95  0.41
H26 -3.32 3.61 -4.08  0.42
H27 -1.20 4.68 -3.34  0.49
H28 0.31 3.42 -1.80  0.73
C38 6.86 2.41 -5.58  -1.53
C39 5.67 2.12 -4.70  0.66
C40 4.38 2.38 -5.14  -0.98
C41 3.28 2.13 -4.34  0.52
C42 1.89 2.44 -4.85  -1.36
C43 3.48 1.61 -3.07  0.38
C44 4.77 1.34 -2.59  1.26
C45 4.98 0.76 -1.21  -1.30
C46 5.85 1.59 -3.43  -1.21
C47 2.32 1.31 -2.18  1.91
O1 2.15 1.96 -1.11  -0.74
O2 1.52 0.38 -2.49  -0.93
H29 6.57 2.54 -6.62  0.37
H30 7.60 1.60 -5.53  0.37
H31 7.36 3.32 -5.26  0.29
H32 4.23 2.79 -6.14  0.33
H33 1.91 2.65 -5.91  0.43
H34 1.48 3.32 -4.34  0.21
H35 1.20 1.61 -4.67  0.22
H36 4.35 -0.12 -1.04  -0.01
H37 4.72 1.49 -0.44  0.32
H38 6.02 0.47 -1.08  0.36
H39 6.85 1.36 -3.08  0.37
C48 3.37 -4.22 -0.76  -1.87
C49 2.97 -3.45 -2.01  1.64
C50 1.92 -4.24 -2.81  -1.82
C51 4.19 -3.20 -2.89  -1.77
N3 2.50 -2.12 -1.62  0.34
N4 1.33 -2.08 -0.82  0.08
H40 3.86 -5.16 -1.03  0.50
H41 2.50 -4.48 -0.15  0.33
H42 4.05 -3.63 -0.15  0.35
H43 2.33 -5.19 -3.16  0.45
H44 1.60 -3.67 -3.69  0.33
H45 1.04 -4.48 -2.21  0.43
H46 4.64 -4.14 -3.20  0.44
H47 4.94 -2.63 -2.34  0.36
H48 3.92 -2.64 -3.78  0.40
H49 2.33 -1.53 -2.43  0.12
H50 1.57 -2.38 0.12  -0.32
H51 0.61 -2.71 -1.17  0.12

=====

> HOMO-LUMO gap of number 6 (C51H51N4O2P2S2Y)?

5.210 eV